[1]
Computed, not measured: a cluster of 2 separate species, C4H10O3 in total in a non-equilibrium geometry, with wB97M-V/def2-TZVPD.

Each line ends with the natural charge from an NBO analysis.
Geometry (Å):
1 C 0.35630 -0.40614 -2.29486  -0.604
2 C 0.55038 0.06147 -0.86365  -0.391
3 C 0.48151 -1.14475 0.09930  -0.519
4 C 1.01548 -0.93158 1.48741  0.797
5 O 0.76038 -1.60643 2.44861  -0.590
6 O 1.83647 0.14615 1.58316  -0.697
7 H -0.58397 -0.95149 -2.36759  0.202
8 H 1.12674 -1.13132 -2.56438  0.200
9 H 0.30216 0.42081 -2.99696  0.216
10 H -0.17443 0.84762 -0.62911  0.204
11 H 1.51758 0.52927 -0.71082  0.215
12 H -0.49533 -1.60286 0.17180  0.237
13 H 1.09871 -1.87275 -0.43585  0.234
14 H 2.23071 0.13551 2.46616  0.496
15 O -3.53665 2.21876 1.40815  -0.948
16 H -3.68098 3.13223 1.16034  0.473
17 H -2.80506 2.15549 2.03829  0.475

ΔE to the lowest compared entry with this formula, charge and spin (kJ/mol): 20.2
E (Eh): -384.14193
HOMO level (eV): -10.4787
LUMO (eV): 0.6
Net charge: 0
SMILES: CCCC(=O)O.O
Frontier orbital gap (Eh): 0.407



[2]
Computed, not measured: the molecule C8H11NO in a non-equilibrium geometry, with wB97M-V/def2-TZVPD.

Each line ends with the natural charge from an NBO analysis.
Geometry (Å):
1 C 1.97197 0.05751 1.95630  -0.242
2 C 1.11316 0.63875 1.32813  -0.018
3 C 0.08951 1.33807 0.58952  -0.325
4 C 0.22469 1.54726 -0.91055  -0.187
5 C 1.45518 1.11729 -1.66887  -0.619
6 C -0.79684 0.57801 -0.39705  -0.199
7 C -0.65590 -0.90977 -0.59643  -0.506
8 C -1.62250 -1.77950 0.18605  0.672
9 N -1.49177 -1.82446 1.52273  -0.879
10 O -2.26529 -2.67285 -0.37777  -0.579
11 H 2.71228 -0.48281 2.51894  0.240
12 H -0.39472 2.14122 1.14907  0.243
13 H -0.19315 2.49759 -1.24901  0.219
14 H 1.88556 0.18768 -1.27488  0.220
15 H 1.21578 0.96148 -2.73038  0.217
16 H 2.22990 1.89401 -1.60535  0.221
17 H -1.82856 0.93674 -0.43132  0.222
18 H -0.79378 -1.16150 -1.65792  0.237
19 H 0.35139 -1.25943 -0.32962  0.244
20 H -1.77275 -1.01828 2.06396  0.403
21 H -1.43416 -2.78701 1.91447  0.415

ΔE to the lowest compared entry with this formula, charge and spin (kJ/mol): 291.8
E (Eh): -441.33642
HOMO level (eV): -9.3541
LUMO (eV): 0.8
Net charge: 0
SMILES: C#C[C@H]1[C@@H](C)[C@H]1CC(N)=O
Frontier orbital gap (Eh): 0.372



[3]
Computed, not measured: a cluster of 2 separate species, C6H17NO in total in a non-equilibrium geometry, with wB97M-V/def2-TZVPD.

Each line ends with the natural charge from an NBO analysis.
Geometry (Å):
1 C -1.36049 1.71557 1.38929  -0.619
2 C -0.99382 0.20419 1.18661  -0.214
3 N -0.13945 -0.02435 0.07168  -0.480
4 C 1.28888 -0.20030 0.47313  -0.233
5 C 1.64595 -1.62081 0.92191  -0.648
6 C -0.51576 -1.17791 -0.82013  -0.225
7 C 0.03356 -0.94059 -2.23974  -0.633
8 H -0.39147 2.23495 1.38500  0.209
9 H -1.86416 1.69988 2.35908  0.215
10 H -2.03585 1.99339 0.55792  0.205
11 H -0.65114 -0.21106 2.13662  0.170
12 H -1.94816 -0.37415 1.10172  0.188
13 H 1.71139 0.52596 1.23201  0.207
14 H 1.83263 -0.04168 -0.47206  0.192
15 H 0.91771 -1.94378 1.66848  0.203
16 H 2.68515 -1.74347 1.29198  0.220
17 H 1.66101 -2.38627 0.17926  0.207
18 H -1.56450 -0.94188 -0.94433  0.197
19 H -0.42576 -2.12434 -0.26883  0.187
20 H -0.47185 -0.00614 -2.58755  0.231
21 H -0.40776 -1.52089 -3.01326  0.221
22 H 1.11079 -0.97245 -2.25673  0.205
23 O -0.17995 2.93277 -1.40307  -0.934
24 H -0.63319 2.30722 -0.81848  0.471
25 H 0.69626 2.61612 -1.13052  0.459

ΔE to the lowest compared entry with this formula, charge and spin (kJ/mol): 161.4
E (Eh): -368.73937
HOMO level (eV): -8.7538
LUMO (eV): 0.9
Net charge: 0
SMILES: CCN(CC)CC.O
Frontier orbital gap (Eh): 0.355



[4]
Computed, not measured: a structure of composition CH4IN2O in a non-equilibrium geometry, with wB97M-V/def2-TZVPD.

Each line ends with the natural charge from an NBO analysis.
Geometry (Å):
1 C 0.00811 0.29376 -0.08116  0.515
2 N -0.50827 1.47793 -0.00930  -0.781
3 N -0.51806 -0.87192 -0.00095  -0.264
4 O 0.12184 -2.06505 0.04458  -0.469
5 I 2.72553 0.21077 -0.05162  0.163
6 H -1.43981 1.64657 0.36771  0.438
7 H 0.04868 2.29046 -0.23857  0.455
8 H -1.53018 -1.03218 -0.02324  0.438
9 H 1.09216 -1.95033 -0.00745  0.503

ΔE to the lowest compared entry with this formula, charge and spin (kJ/mol): 155.7
E (Eh): -522.56852
HOMO level (eV): -14.7623
LUMO (eV): -7.2
Net charge: +1
Frontier orbital gap (Eh): 0.276



[5]
Computed, not measured: the molecule H3O3PS in a non-equilibrium geometry, with wB97M-V/def2-TZVPD.

Each line ends with the natural charge from an NBO analysis.
Geometry (Å):
1 O -1.09852 -1.32076 1.38768  -1.000
2 P 0.27411 -1.25342 0.47293  1.581
3 O 0.61541 0.26506 1.08691  -1.034
4 O -0.36504 -0.42682 -1.32263  -0.954
5 S 0.01538 1.17090 -1.38983  0.328
6 H -1.32454 -0.35837 1.72068  0.523
7 H 0.86051 0.84196 0.33935  0.466
8 H 1.02269 1.08144 -2.29509  0.090

ΔE to the lowest compared entry with this formula, charge and spin (kJ/mol): 315.6
E (Eh): -967.05400
HOMO level (eV): -9.0940
LUMO (eV): 0.3
Net charge: 0
SMILES: OP(O)OS
Frontier orbital gap (Eh): 0.344



[6]
Computed, not measured: a cluster of 15 separate species, C49H70Cl6F30N2O22 in total in a non-equilibrium geometry, with wB97M-V/def2-TZVPD.

Each line ends with the Mulliken charge.
Geometry (Å):
1 C -2.40030 0.42132 4.94307  0.381
2 O -3.21401 0.06164 4.11106  -0.601
3 N -2.70029 1.16535 5.99077  0.292
4 C -1.68863 1.31857 7.09527  -0.892
5 C -4.06523 1.56594 6.17506  -0.840
6 H -1.29850 0.20249 4.81912  0.007
7 H -1.19950 2.29879 7.15563  0.263
8 H -0.92193 0.59543 6.94264  0.245
9 H -2.06757 1.18104 8.13300  0.315
10 H -4.51787 1.65769 5.14365  0.148
11 H -4.64519 0.79092 6.74966  0.277
12 H -4.11963 2.53057 6.67775  0.386
13 C -0.47341 0.27752 2.14738  0.216
14 O 0.50129 -0.05940 2.77467  -0.642
15 N -1.01424 -0.42332 1.19203  0.392
16 C -0.19257 -1.54763 0.64828  -0.873
17 C -2.18255 0.00342 0.45308  -0.605
18 H -1.09552 1.19900 2.34968  0.275
19 H 0.78816 -1.53978 1.13449  0.105
20 H -0.13025 -1.36061 -0.41107  0.184
21 H -0.72035 -2.47766 0.75661  0.239
22 H -2.71891 0.70341 1.06207  0.097
23 H -1.93547 0.43790 -0.50145  0.301
24 H -2.78641 -0.84087 0.29595  0.063
25 C -0.52343 -2.80663 4.61525  1.161
26 Cl 0.76428 -4.04994 4.50321  -0.182
27 Cl -0.89815 -2.31001 6.26314  -0.163
28 H -0.23754 -1.95183 4.06503  -1.169
29 H -1.43122 -3.22022 4.12271  0.351
30 C -1.98625 4.37489 0.64051  0.079
31 Cl -0.87882 4.38716 2.04410  -0.092
32 Cl -3.52037 3.47466 1.01177  -0.106
33 H -2.24371 5.38683 0.31229  0.504
34 H -1.49648 3.81950 -0.20085  -0.397
35 C 2.06654 2.39051 4.80211  0.524
36 Cl 3.81733 2.83583 4.74673  -0.232
37 Cl 1.20285 3.75952 5.62376  -0.233
38 H 1.75153 2.25156 3.80653  0.014
39 H 1.92245 1.54556 5.41063  -0.080
40 C -1.99228 -3.24025 -9.04330  -1.180
41 C -0.99290 -2.97272 -7.89197  0.019
42 O -0.46546 -1.60505 -8.20747  -0.270
43 C -0.06739 -0.85014 -7.19504  -0.010
44 O 0.00062 -1.19860 -6.07641  -0.144
45 C 0.54459 0.38976 -7.79976  0.843
46 F 1.60091 0.16466 -8.54159  -0.280
47 F -0.34392 0.83809 -8.65156  -0.285
48 F 0.89079 1.23121 -6.82931  -0.059
49 H -1.40411 -3.25095 -9.97860  0.325
50 H -2.82422 -2.52836 -8.94789  0.267
51 H -2.34769 -4.26276 -8.95447  0.421
52 H -0.08856 -3.57975 -7.67188  0.277
53 H -1.49960 -2.89080 -6.92537  0.068
54 C 3.75778 -0.56542 2.40312  -0.462
55 C 3.88308 -2.03011 1.99342  0.098
56 O 5.22356 -2.53758 2.42737  -0.384
57 C 5.25113 -3.81392 2.12302  0.461
58 O 4.48468 -4.52669 1.51115  -0.552
59 C 6.61636 -4.47034 2.53592  0.780
60 F 6.89299 -5.38768 1.59986  -0.229
61 F 7.58853 -3.60258 2.60293  -0.239
62 F 6.50818 -5.10134 3.73983  -0.270
63 H 4.15222 -0.51471 3.44764  0.290
64 H 2.71731 -0.40400 2.53183  -0.279
65 H 4.26280 0.11483 1.78522  0.478
66 H 3.85324 -2.10938 0.94167  0.085
67 H 3.16981 -2.62644 2.52241  0.372
68 C 5.41645 5.49849 2.03321  -1.075
69 C 3.91579 5.56074 1.85478  -0.354
70 O 3.48084 4.30052 1.16217  -0.155
71 C 2.56785 4.45743 0.21924  0.241
72 O 2.05145 5.50143 -0.07459  -0.587
73 C 2.28844 3.15468 -0.53934  0.870
74 F 3.21195 2.19972 -0.43735  -0.218
75 F 1.13785 2.56645 -0.15129  -0.146
76 F 2.10238 3.35344 -1.86785  -0.197
77 H 5.83333 6.38582 2.57977  0.346
78 H 5.95555 5.25741 1.12687  0.324
79 H 5.58206 4.65788 2.67057  0.228
80 H 3.59353 6.38063 1.24538  0.410
81 H 3.35317 5.51970 2.78378  0.302
82 C 3.13525 -2.70430 -6.99504  -1.329
83 C 2.69542 -2.87040 -5.55423  0.192
84 O 2.80402 -1.54526 -5.03234  -0.220
85 C 2.03907 -1.22238 -4.02999  0.110
86 O 1.24399 -1.94731 -3.42592  -0.295
87 C 2.16186 0.30071 -3.77297  0.563
88 F 2.73520 0.49829 -2.59689  -0.202
89 F 2.89969 1.05857 -4.60861  -0.289
90 F 0.93244 0.82458 -3.77820  -0.059
91 H 2.28995 -2.37334 -7.62724  0.116
92 H 3.55308 -3.60751 -7.38983  0.475
93 H 3.91157 -1.97122 -7.05746  0.355
94 H 3.40859 -3.55471 -5.14038  0.339
95 H 1.66121 -3.18901 -5.52108  0.103
96 C -1.67354 -3.56112 -3.08642  -1.516
97 C -2.44041 -2.66295 -2.10653  0.840
98 O -3.84918 -2.87354 -2.37596  -0.436
99 C -4.70553 -2.91726 -1.37526  0.567
100 O -4.45000 -3.10328 -0.20314  -0.592
101 C -6.18608 -2.61781 -1.86871  0.735
102 F -6.77463 -3.70566 -2.24659  -0.285
103 F -6.75494 -2.02423 -0.85316  -0.189
104 F -6.23826 -1.82035 -2.89876  -0.238
105 H -2.01433 -3.31957 -4.08474  0.371
106 H -1.83354 -4.55641 -2.78644  0.498
107 H -0.62332 -3.36082 -3.10326  0.154
108 H -2.24411 -1.60349 -2.14643  -0.039
109 H -2.30145 -3.10853 -1.07446  0.280
110 C 0.37239 4.07071 -5.48878  -1.453
111 C -0.27312 4.04592 -4.11216  0.854
112 O -1.31344 5.09405 -4.07927  -0.302
113 C -2.16976 4.88126 -3.14224  0.255
114 O -2.05744 4.17699 -2.20431  -0.256
115 C -3.48789 5.72280 -3.48671  0.777
116 F -3.26241 6.53871 -4.51751  -0.243
117 F -4.56637 4.93992 -3.78364  -0.199
118 F -3.85352 6.52409 -2.44186  -0.274
119 H 1.37109 3.72238 -5.45670  0.452
120 H 0.50342 5.13666 -5.81662  0.378
121 H -0.11532 3.52613 -6.30774  0.185
122 H 0.39637 4.16774 -3.23866  0.095
123 H -0.79409 3.11058 -3.73301  -0.230
124 C -5.16287 0.96995 -1.57159  -0.618
125 C -4.42805 1.99087 -2.37383  -0.059
126 O -4.33258 1.69504 -3.76647  -0.363
127 C -3.36414 0.94642 -4.12928  0.217
128 O -2.62982 0.25295 -3.50987  -0.273
129 C -3.24536 1.05282 -5.67709  1.039
130 F -2.63542 2.19648 -6.07682  -0.294
131 F -2.50614 0.06134 -6.10280  -0.270
132 F -4.44347 1.01156 -6.25910  -0.279
133 H -4.55688 0.15458 -1.28538  -0.386
134 H -5.98918 0.65354 -2.16391  0.468
135 H -5.56667 1.42432 -0.63994  0.376
136 H -3.47316 2.24836 -1.96840  0.018
137 H -4.95486 2.92090 -2.42912  0.408
138 C -5.91366 -1.09017 2.28414  -1.197
139 C -6.03545 0.11435 3.09165  0.621
140 O -7.41775 0.11762 3.45244  -0.317
141 C -7.67956 0.99133 4.38712  0.168
142 O -7.08810 1.95435 4.78118  -0.527
143 C -9.09839 0.64584 4.85183  1.031
144 F -9.32555 1.35637 5.95616  -0.244
145 F -10.01279 0.99451 3.94707  -0.260
146 F -9.23870 -0.68566 5.08841  -0.253
147 H -4.88715 -1.15933 1.98193  0.247
148 H -6.60157 -1.15799 1.45647  0.324
149 H -6.07446 -1.97479 3.01139  0.290
150 H -5.90599 1.04809 2.56514  0.283
151 H -5.44624 0.02948 4.01795  -0.085
152 C 3.33149 -4.73030 -1.72670  -0.298
153 C 4.51166 -5.66134 -1.89452  -0.205
154 O 5.60137 -4.98584 -2.64824  -0.379
155 C 6.05828 -3.83764 -2.22056  0.376
156 O 5.71246 -3.22802 -1.21566  -0.484
157 C 7.22767 -3.32616 -3.14099  0.876
158 F 7.62422 -2.13268 -2.76578  -0.245
159 F 8.25233 -4.11460 -3.04207  -0.254
160 F 6.74815 -3.21951 -4.36626  -0.235
161 H 3.01281 -4.20703 -2.58269  -0.129
162 H 3.40869 -4.05191 -0.91231  -0.037
163 H 2.42542 -5.35027 -1.59787  0.455
164 H 4.29681 -6.58875 -2.46080  0.314
165 H 4.95118 -5.88291 -0.91827  0.254
166 C 4.48899 2.05993 10.03998  -0.981
167 C 5.04986 1.77213 8.65320  -0.078
168 O 4.71177 0.39588 8.25624  -0.379
169 C 3.50455 0.14394 7.78699  0.375
170 O 2.68675 0.96223 7.52486  -0.545
171 C 3.30351 -1.35742 7.48013  0.890
172 F 4.16358 -1.82986 6.60689  -0.256
173 F 3.47523 -2.07320 8.62969  -0.279
174 F 2.06988 -1.55672 6.94483  -0.096
175 H 4.46165 1.04611 10.45621  0.276
176 H 3.43192 2.51548 9.98399  0.224
177 H 5.18236 2.64525 10.62698  0.380
178 H 6.15007 1.81102 8.61828  0.329
179 H 4.66603 2.38699 7.85307  0.175

E (Eh): -9431.12759
HOMO level (eV): -9.4127
LUMO (eV): 0.3
Net charge: 0
Frontier orbital gap (Eh): 0.357



[7]
Computed, not measured: a cluster of 5 separate species, C3H14O4 in total, with wB97M-V/def2-TZVPD.

Each line ends with the natural charge from an NBO analysis.
Geometry (Å):
1 C -1.48298 -0.54208 1.11089  -0.399
2 C -0.39807 0.17483 1.36820  -0.171
3 C -0.37297 1.55641 1.91365  -0.661
4 H -1.38297 -1.50948 0.64095  0.201
5 H -2.49798 -0.20693 1.27626  0.191
6 H 0.55535 -0.32492 1.27071  0.181
7 H -1.33737 2.06782 1.93597  0.206
8 H 0.00184 1.62867 2.93825  0.230
9 H 0.28199 2.18884 1.31616  0.216
10 O -0.51860 2.17275 -1.37021  -0.953
11 H -1.05107 2.44982 -2.13338  0.479
12 H -0.98280 2.59151 -0.63173  0.480
13 O 2.97701 -1.48265 0.74358  -0.937
14 H 3.47937 -1.39849 -0.08266  0.470
15 H 2.09856 -1.15812 0.51275  0.467
16 O 0.85184 -0.33705 -2.12448  -0.972
17 H 0.25158 0.22203 -1.59864  0.495
18 H 1.45995 0.29916 -2.51195  0.471
19 O -0.79938 -3.15357 -1.55210  -0.942
20 H 0.13320 -2.91746 -1.57445  0.479
21 H -1.26649 -2.32108 -1.44776  0.465

ΔE to the lowest compared entry with this formula, charge and spin (kJ/mol): 120.1
E (Eh): -423.62280
HOMO level (eV): -10.0095
LUMO (eV): 0.3
Net charge: 0
SMILES: C=CC.O.O.O.O
Frontier orbital gap (Eh): 0.378



[8]
Computed, not measured: the molecule C7H14N2O3 in a non-equilibrium geometry, with wB97M-V/def2-TZVPD.

Each line ends with the natural charge from an NBO analysis.
Geometry (Å):
1 H -3.42513 1.13585 1.78256  0.333
2 N -2.54920 1.60266 1.56565  -0.619
3 C -2.06242 1.15750 0.51832  0.303
4 C -2.75448 0.08658 -0.28980  -0.686
5 C -0.77220 1.76382 0.07326  -0.142
6 O -0.28322 1.12282 -1.10175  -0.510
7 C 1.00393 1.37150 -1.43147  0.894
8 O 1.27222 1.44003 -2.54433  -0.519
9 N 2.03325 1.47646 -0.44031  -0.690
10 C 2.41790 0.17725 0.05809  0.094
11 O 1.33734 -0.48243 0.70600  -0.568
12 C 1.46651 -1.89716 0.70189  -0.065
13 C 0.41128 -2.51793 -0.19251  -0.624
14 H -2.64525 0.20562 -1.36124  0.238
15 H -2.46046 -0.91504 -0.00280  0.231
16 H -3.81440 0.16900 -0.08110  0.215
17 H -0.97554 2.80702 -0.16373  0.201
18 H -0.09705 1.73000 0.91943  0.211
19 H 1.79362 2.11294 0.30942  0.377
20 H 2.77348 -0.39923 -0.78984  0.173
21 H 3.20449 0.30514 0.79570  0.176
22 H 2.46664 -2.23158 0.44053  0.170
23 H 1.24208 -2.21910 1.71389  0.181
24 H 0.43321 -2.09748 -1.18899  0.213
25 H -0.56524 -2.31224 0.22262  0.204
26 H 0.54865 -3.59200 -0.21950  0.210

ΔE to the lowest compared entry with this formula, charge and spin (kJ/mol): 248.2
E (Eh): -610.31101
HOMO level (eV): -9.9935
LUMO (eV): 0.8
Net charge: 0
SMILES: [H]/N=C(\C)COC(=O)NCOCC
Frontier orbital gap (Eh): 0.398